No. 1
ORCA calculation (the ωB97M-V functional and the def2-TZVPD basis) on a single C28H32N4O3S molecule.

Last column: Löwdin charge in e.
Cartesian coordinates (Å):
H 5.4317 -1.8535 -1.6102  0.12
C 6.5612 0.4051 0.7285  -0.13
H 6.2629 0.6961 1.7370  0.12
C -3.0132 1.9785 -0.7451  0.04
H -6.2575 -1.9176 2.4888  0.10
C -4.8886 -3.5458 2.0532  -0.12
C -2.7667 -1.0079 0.0152  -0.03
C -2.3665 -2.9135 -1.9593  -0.05
H -5.2599 2.9961 -2.3075  0.08
C -0.6073 1.1700 -0.0550  -0.04
C 7.5108 -1.5939 -1.1029  -0.21
C -3.7984 -1.8231 -0.4000  -0.28
H -0.3630 -2.1715 -2.0461  0.12
H 3.6208 1.7811 1.6634  0.07
O 3.2852 -1.5945 1.4792  0.08
H 8.6706 0.5801 1.1257  0.12
H -4.4613 -3.3792 -1.6838  0.11
C -3.2101 4.3356 -0.3568  -0.10
S -5.4270 -1.5503 0.3065  0.69
N 8.3823 -0.5574 -0.5813  -0.23
C 5.5847 -0.6280 0.1650  -0.32
C 3.1930 -0.6189 0.7624  -0.46
H 6.5547 1.2916 0.0908  0.12
C -1.2470 3.3590 0.0915  -0.27
O -6.3721 -2.4057 -0.3604  -0.31
H 7.9996 -1.0357 1.4503  0.13
H 7.5261 -2.4953 -0.4623  0.13
C -3.6197 -2.7760 -1.3834  -0.05
C 1.7295 1.4510 0.7020  -0.15
C -0.4241 -0.2118 -0.1938  -0.11
H -2.9402 -0.2843 0.7961  0.13
H -4.8927 -3.9465 3.0647  0.08
H 10.0483 -1.1846 -1.6488  0.08
C 7.9715 -0.1747 0.7567  -0.21
N 0.0561 3.2744 0.4911  0.16
C -1.5166 -1.1105 -0.5902  -0.15
C 0.4694 1.9684 0.4042  -0.14
H 5.5235 -1.4897 0.8387  0.15
H -3.8933 -3.6762 1.6325  0.08
C -1.7088 2.0682 -0.2781  -0.07
H 10.3898 -0.1320 -0.2691  0.08
H 0.6107 4.0567 0.7909  0.16
C 6.0811 -1.0736 -1.2100  -0.12
C -5.2808 -2.0873 2.0432  -0.27
H 7.8728 -1.8771 -2.0945  0.12
H -3.7881 5.2504 -0.3627  0.11
C -3.7870 3.1328 -0.7680  -0.25
H -4.5442 -1.4410 2.5112  0.10
C 2.7967 2.3541 1.2493  -0.03
C -1.3287 -2.0839 -1.5707  0.00
H -5.6808 2.1670 -0.8095  0.06
C 0.8342 -0.7215 0.0825  0.04
O -5.6832 -0.1309 0.2819  -0.32
H 9.9795 -1.8412 0.0028  0.09
N 4.2437 -0.0918 0.0897  0.10
C -5.2113 3.0598 -1.2202  -0.05
H -5.7667 3.9388 -0.9030  0.08
H 2.3835 2.9777 2.0415  0.08
N -1.9589 4.4706 0.0567  0.13
H 4.0920 0.6890 -0.5287  0.15
H 1.0093 -1.7839 0.0031  0.13
H 6.0652 -0.2205 -1.8916  0.12
H -3.4438 1.0470 -1.0775  0.11
H 3.1843 3.0146 0.4718  0.09
H -5.5966 -4.1086 1.4490  0.08
C 9.7716 -0.9568 -0.6204  -0.10
C 1.8954 0.0831 0.5048  -0.09
H -2.2038 -3.6572 -2.7247  0.11

Properties
LUMO	0.2	eV
structure (SMILES)	CCS(=O)(=O)c1cccc(-c2cc(C(=O)NC3CCN(C)CC3)c(C)c3[nH]c4ncc(C)cc4c23)c1
gap between HOMO and LUMO	8.20	eV
HOMO	-8.1	eV
charge	0

---

No. 2
ORCA calculation (the ωB97M-V functional and the def2-TZVPD basis) on 5 unconnected molecules or ions with the total composition C28H32N4O4 at a distorted geometry.

Last column: Löwdin charge in e.
Cartesian coordinates (Å):
C -4.0913 0.3797 -3.6043  0.01
H 2.3561 -3.3966 0.7915  0.10
H 2.6160 -3.4697 8.7836  0.11
N -7.7149 0.3237 -3.3356  0.05
C -8.8216 0.7784 -3.9219  -0.16
C -0.2631 1.4430 -2.8864  -0.25
N 4.5761 -3.9856 5.4867  0.05
H -8.9402 1.8567 -3.9225  0.10
C -3.2311 -0.8520 -3.4770  -0.56
C 6.4248 5.1180 2.3928  -0.08
C 5.2566 5.8482 2.5379  -0.08
H 5.2571 -2.0673 5.7137  0.10
H -3.5506 1.1684 -4.1092  0.07
H 5.2729 6.8624 2.9129  0.10
O -3.5347 -1.8182 -4.0299  0.17
C -7.5357 -0.9966 -3.3183  -0.16
C -2.0034 0.0311 -1.6502  -0.17
H 4.9887 2.3092 1.1961  0.09
C -1.5039 1.4299 -1.9923  -0.12
H -10.2932 -2.0850 -4.9185  0.11
H 3.0704 1.1868 2.3021  0.09
O 1.4766 0.1310 -3.7597  0.00
C 2.5240 -2.3976 1.1696  -0.06
H 2.8765 -2.9995 3.2026  0.09
H 7.3817 5.5519 2.6547  0.10
N 2.6493 -0.0439 0.7194  0.06
O 0.1864 -1.1042 -5.1112  0.22
C 3.1644 -3.6141 7.8613  -0.08
C 4.0577 5.2452 2.1898  -0.16
H 1.5719 0.8128 -1.7363  0.12
O -2.0760 -0.8626 -2.7629  0.01
H 7.2352 3.2191 1.7789  0.10
C -9.7773 -0.0411 -4.5018  -0.08
H 2.2400 -1.4268 -0.7328  0.10
H 3.7902 -5.8755 5.4392  0.10
C -9.5713 -1.4108 -4.4751  -0.08
C 3.8153 -4.9495 6.0037  -0.16
C 3.0917 -4.8163 7.1791  -0.07
H 4.0367 -1.6452 7.8453  0.10
H -8.2263 -2.9648 -3.8301  0.10
C 2.9227 0.1519 2.0091  -0.16
H -1.4596 1.0577 -4.7561  0.10
C 3.0169 -0.8732 2.9380  -0.07
H 0.4693 -0.4436 -2.1509  0.11
H -1.3006 1.9480 -1.0631  0.12
C 0.8817 0.5034 -2.5066  -0.13
C -0.4498 1.1402 -4.4033  -0.01
H -2.9166 0.0561 -1.0626  0.13
H -4.9257 0.1322 -4.2365  0.07
C 3.9515 -2.5993 7.3432  -0.07
H -10.6586 0.3838 -4.9624  0.10
H 0.1427 1.8741 -4.9327  0.13
C -8.4263 -1.9031 -3.8717  -0.07
C 2.4570 -1.3018 0.3231  -0.15
N 3.9637 4.0026 1.7191  0.05
H -4.5031 0.7444 -2.6695  0.09
H 2.4886 -5.6344 7.5484  0.10
H 3.2432 -0.6588 3.9739  0.09
H -2.2578 2.0171 -2.5052  0.10
H 3.1183 5.7784 2.2899  0.10
H -1.2449 -0.3821 -0.9991  0.12
C 6.3476 3.8236 1.9068  -0.07
C 5.0977 3.3168 1.5845  -0.16
H 0.0718 2.4748 -2.8907  0.14
C 0.3714 -0.1378 -4.5413  -0.52
C 4.6317 -2.8344 6.1584  -0.16
H -6.6269 -1.3365 -2.8327  0.10
C 2.8124 -2.1728 2.5054  -0.08

Properties
LUMO	0.7	eV
structure (SMILES)	CC(=O)OCC[C@H]1COC(=O)C1.c1ccncc1.c1ccncc1.c1ccncc1.c1ccncc1
gap between HOMO and LUMO	10.39	eV
HOMO	-9.7	eV
charge	0